No. 1
ORCA calculation (ωB97M-V/def2-TZVPD) on one molecule with the formula C3HFS.

LUMO (eV): -1.016
Total charge: 0
Spin multiplicity: 1
ΔE to the lowest compared entry with this formula, charge and spin (eV): 0.833
HOMO-LUMO gap (eV): 8.00

```
6
Properties=species:S:1:pos:R:3:forces:R:3
C -0.011 0.034 -0.060 -1.3 -0.6 -0.4
C 0.598 0.958 -1.056 0.9 -0.2 1.6
C 0.144 -0.496 1.172 1.1 1.2 -1.2
F -0.165 0.982 -2.139 -0.2 -0.4 0.5
S 0.368 -1.109 2.572 -0.3 0.3 -0.7
H -0.935 -0.368 -0.488 -0.2 -0.2 0.2
```
Positions in Å, forces in eV/Å.



No. 2
ORCA calculation (ωB97M-V/def2-TZVPD) on one molecule with the formula C3HIN2O.

LUMO (spin up / spin down) (eV): -1.829 / -2.152
Total charge: 0
Spin multiplicity: 1
ΔE to the lowest compared entry with this formula, charge and spin (eV): 3.822
HOMO-LUMO gap (spin up / spin down) (eV): 7.01 / 6.87

```
8
Properties=species:S:1:pos:R:3:forces:R:3
C -0.251 -0.397 0.108 1.0 3.9 0.4
C -1.462 -0.332 -0.579 -0.4 -0.7 0.0
C -0.670 -3.207 -0.014 0.7 0.5 0.1
N 0.706 -1.251 0.202 0.2 -1.4 0.6
N 0.362 -2.581 0.113 0.5 0.6 -0.4
O -1.514 -3.985 -0.073 -1.1 -0.8 -0.1
I -3.266 0.383 0.032 0.7 0.0 0.1
H 0.235 0.676 0.396 -1.6 -2.1 -0.6
```
Positions in Å, forces in eV/Å.



No. 3
ORCA calculation (ωB97M-V/def2-TZVPD) on a 2-piece molecular cluster, C3HIN2O2S overall.

LUMO (spin up / spin down) (eV): -1.458 / -3.581
Total charge: 0
Spin multiplicity: 3
HOMO-LUMO gap (spin up / spin down) (eV): 5.25 / 5.75

```
10
Properties=species:S:1:pos:R:3:forces:R:3
C -1.031 -0.649 -0.910 -0.4 -2.2 -2.0
C -0.856 -0.175 1.386 0.1 -0.6 0.4
C -0.324 -0.211 0.112 1.9 1.8 0.1
N -1.549 -1.167 -1.853 4.0 -0.5 4.8
N -1.257 -0.263 2.457 -0.5 0.3 0.9
O -1.515 2.789 0.404 0.1 0.6 0.8
O -2.956 1.222 -0.632 -0.9 0.1 1.0
S -2.729 2.048 0.535 0.5 -0.4 -1.6
I -2.857 -0.600 -3.202 -4.1 1.5 -4.5
H 0.617 0.354 -0.070 -0.7 -0.6 0.0
```
Positions in Å, forces in eV/Å.



No. 4
ORCA calculation (ωB97M-V/def2-TZVPD) on a 2-piece molecular cluster, C3HINOS2 overall.

LUMO (eV): 2.519
Total charge: -1
Spin multiplicity: 1
ΔE to the lowest compared entry with this formula, charge and spin (eV): 1.294
HOMO-LUMO gap (eV): 6.45

```
9
Properties=species:S:1:pos:R:3:forces:R:3
C -1.545 -0.244 -0.223 -0.9 0.8 2.6
C -0.847 -0.806 -1.148 1.1 -1.3 -3.2
C 2.072 0.444 0.356 0.2 -0.4 1.1
N 1.193 0.784 1.043 0.3 1.1 -0.2
O -0.289 -1.359 -2.063 -1.1 1.3 2.4
S -1.379 -0.589 1.562 -0.4 0.1 -1.6
S 3.420 -0.071 -0.279 0.9 -0.2 -1.0
I -3.013 1.343 -0.853 1.0 -1.0 0.1
H 0.386 0.498 1.605 -1.0 -0.4 -0.1
```
Positions in Å, forces in eV/Å.



No. 5
ORCA calculation (ωB97M-V/def2-TZVPD) on C3HLiO4Pt as an isolated structure.

LUMO (spin up / spin down) (eV): -4.518 / -6.833
Total charge: +1
Spin multiplicity: 4
ΔE to the lowest compared entry with this formula, charge and spin (eV): 0.000
HOMO-LUMO gap (spin up / spin down) (eV): 4.19 / 5.29

```
10
Properties=species:S:1:pos:R:3:forces:R:3
O -2.442 0.201 0.127 8.7 6.2 2.1
C -1.235 0.140 0.100 0.7 0.4 0.5
O -0.429 -0.790 -0.141 1.3 -0.1 -0.1
Pt -3.878 -0.684 -0.195 -9.0 -5.7 -2.1
O -0.243 1.519 0.349 -0.3 -2.5 -0.9
C 1.060 1.097 0.124 -3.4 6.7 2.3
C 1.241 -0.177 -0.096 1.9 -6.1 -2.5
O 2.060 -1.055 -0.456 -2.5 2.9 1.5
Li 2.936 -2.562 -0.314 0.1 -0.3 -0.1
H 0.931 2.310 0.502 2.5 -1.5 -0.7
```
Positions in Å, forces in eV/Å.



No. 6
ORCA calculation (ωB97M-V/def2-TZVPD) on C3HLuO2 as an isolated structure.

LUMO (eV): -12.808
Total charge: +2
Spin multiplicity: 1
ΔE to the lowest compared entry with this formula, charge and spin (eV): 0.000
HOMO-LUMO gap (eV): 5.54

```
7
Properties=species:S:1:pos:R:3:forces:R:3
O 0.168 1.394 -0.319 -1.3 3.1 0.8
O -1.064 0.155 0.985 -1.8 2.3 1.2
C -0.224 0.248 0.041 2.0 -2.7 -1.4
Lu -1.348 2.416 1.058 2.1 -3.8 -1.6
C 0.664 -2.116 -0.069 0.1 -1.1 0.2
C 0.371 -0.964 -0.545 0.7 1.6 0.2
H 1.433 -1.132 -1.151 -1.7 0.6 0.7
```
Positions in Å, forces in eV/Å.



No. 7
ORCA calculation (ωB97M-V/def2-TZVPD) on a 2-piece molecular cluster, C3HN2O4S overall.

LUMO (eV): 3.281
Total charge: -1
Spin multiplicity: 1
ΔE to the lowest compared entry with this formula, charge and spin (eV): 0.747
HOMO-LUMO gap (eV): 7.58

```
11
Properties=species:S:1:pos:R:3:forces:R:3
C -0.477 -0.130 -1.584 -1.2 -0.5 -0.7
C -0.540 1.394 0.657 2.1 0.4 1.4
C 0.290 -0.260 -0.452 -0.2 0.0 0.1
N -1.130 0.091 -2.499 -0.4 0.0 -0.8
N 0.052 -1.204 0.552 0.9 -1.2 -1.6
O -0.951 -1.952 0.540 0.8 1.2 0.5
O 0.519 1.774 1.055 -1.4 0.1 -0.5
O 1.032 -1.311 1.341 -1.0 0.1 0.3
O 1.582 0.151 -0.635 -0.2 -0.6 2.4
S -2.128 1.400 0.671 -0.7 0.1 -0.2
H 1.750 0.048 0.354 1.4 0.4 -1.0
```
Positions in Å, forces in eV/Å.



No. 8
ORCA calculation (ωB97M-V/def2-TZVPD) on one molecule with the formula C3HN3O.

LUMO (spin up / spin down) (eV): -1.763 / -2.571
Total charge: 0
Spin multiplicity: 1
ΔE to the lowest compared entry with this formula, charge and spin (eV): 3.123
HOMO-LUMO gap (spin up / spin down) (eV): 8.62 / 8.04
SMILES string: N#CC(C#N)=[NH+][O-]

```
8
Properties=species:S:1:pos:R:3:forces:R:3
N 2.518 0.578 0.051 0.9 -0.2 0.0
C 1.395 0.354 -0.001 0.5 0.8 0.0
C 0.019 0.304 -0.039 -4.3 -4.7 0.6
C -0.864 1.261 -0.595 0.2 0.0 0.8
N -1.587 2.097 -0.915 0.0 -0.1 -0.2
N -0.471 -1.071 0.369 2.8 -1.7 0.4
O -1.490 -1.868 0.599 2.5 4.2 -1.3
H 0.479 -1.655 0.530 -2.5 1.6 -0.2
```
Positions in Å, forces in eV/Å.



No. 9
ORCA calculation (ωB97M-V/def2-TZVPD) on one molecule with the formula C3HN3O2.

LUMO (eV): -0.580
Total charge: 0
Spin multiplicity: 1
ΔE to the lowest compared entry with this formula, charge and spin (eV): 4.110
HOMO-LUMO gap (eV): 10.04
SMILES string: c1onc2onnc12

```
9
Properties=species:S:1:pos:R:3:forces:R:3
C 1.287 1.081 -0.002 3.8 1.8 0.2
O 2.013 -0.029 -0.112 -0.1 -1.4 1.5
N 1.194 -1.232 0.100 -0.6 0.5 -1.0
C -0.022 -0.728 0.086 1.3 2.3 -1.5
O -1.290 -1.090 -0.069 0.2 -1.0 0.8
N -2.089 0.160 -0.018 1.8 1.6 0.2
N -1.325 1.150 0.039 -0.1 -1.5 -0.5
C 0.032 0.715 -0.015 -4.5 -0.9 1.1
H 1.967 1.999 0.194 -1.8 -1.5 -0.8
```
Positions in Å, forces in eV/Å.



No. 10
ORCA calculation (ωB97M-V/def2-TZVPD) on one molecule with the formula C3HN3O2.

LUMO (eV): -0.895
Total charge: 0
Spin multiplicity: 1
ΔE to the lowest compared entry with this formula, charge and spin (eV): 3.471
HOMO-LUMO gap (eV): 8.15

```
9
Properties=species:S:1:pos:R:3:forces:R:3
C -0.783 -1.183 -0.894 -2.8 5.8 1.2
C -0.003 0.717 -0.183 -1.4 -4.3 1.6
C 0.480 -0.492 0.626 5.7 7.6 5.7
H -1.280 -2.036 -1.249 -0.9 -0.5 -0.9
N -1.209 0.182 -0.865 4.3 -4.4 -1.0
N 0.484 1.827 0.237 0.9 5.6 1.2
N 0.964 2.828 0.612 -2.0 -4.6 -1.7
O 1.193 -0.293 1.689 -3.0 -2.1 -4.4
O 0.153 -1.550 0.026 -0.8 -2.9 -1.5
```
Positions in Å, forces in eV/Å.



No. 11
ORCA calculation (ωB97M-V/def2-TZVPD) on one molecule with the formula C3HNO2.

LUMO (eV): -1.256
Total charge: 0
Spin multiplicity: 1
ΔE to the lowest compared entry with this formula, charge and spin (eV): 2.118
HOMO-LUMO gap (eV): 8.77

```
7
Properties=species:S:1:pos:R:3:forces:R:3
O 0.313 1.821 -0.007 -0.6 -0.4 0.1
C -0.294 0.769 0.437 0.0 0.1 0.2
C 0.398 -0.507 0.181 0.4 -0.3 0.3
O 1.437 -0.815 0.722 -0.4 0.1 -0.3
C -0.488 -1.480 -0.500 -0.5 -0.8 -0.6
N -1.216 -2.207 -1.028 0.7 0.7 0.5
H -0.266 2.535 0.301 0.4 0.5 -0.2
```
Positions in Å, forces in eV/Å.



No. 12
ORCA calculation (ωB97M-V/def2-TZVPD) on a 2-piece molecular cluster, C3HNO3 overall.

LUMO (eV): -1.011
Total charge: 0
Spin multiplicity: 1
ΔE to the lowest compared entry with this formula, charge and spin (eV): 1.924
HOMO-LUMO gap (eV): 7.38
SMILES string: N=C=C=O.O=C=O

```
8
Properties=species:S:1:pos:R:3:forces:R:3
N -0.611 1.217 0.301 0.0 0.1 1.7
C -1.012 0.715 -0.735 -0.9 -1.0 -3.1
C -1.388 -0.038 -1.772 0.6 1.3 1.8
O -1.688 -0.304 -2.872 -0.1 -0.4 -0.4
H -0.555 0.534 1.072 0.0 0.3 -0.1
O 2.008 -1.089 2.355 0.9 -2.2 5.3
C 1.712 -0.736 1.342 0.3 1.2 -2.5
O 1.536 -0.299 0.308 -0.7 0.6 -2.8
```
Positions in Å, forces in eV/Å.



No. 13
ORCA calculation (ωB97M-V/def2-TZVPD) on C3HO2Y as an isolated structure.

LUMO (spin up / spin down) (eV): -11.809 / -11.810
Total charge: +2
Spin multiplicity: 1
ΔE to the lowest compared entry with this formula, charge and spin (eV): 5.450
HOMO-LUMO gap (spin up / spin down) (eV): 5.05 / 5.05

```
7
Properties=species:S:1:pos:R:3:forces:R:3
C 1.607 0.540 -0.255 5.2 0.9 -1.1
C 0.398 0.428 -0.093 -1.3 -2.2 3.9
Y 4.057 0.689 -0.472 -4.5 -0.2 0.3
O -1.503 0.991 -0.200 -1.8 1.1 2.4
C -1.044 0.039 0.443 3.2 2.1 -8.0
O -1.389 -1.170 0.027 -0.3 -1.2 2.6
H -2.125 -1.517 0.550 -0.4 -0.5 -0.1
```
Positions in Å, forces in eV/Å.



No. 14
ORCA calculation (ωB97M-V/def2-TZVPD) on a 2-piece molecular cluster, C3HO4 overall.

LUMO (eV): 4.315
Total charge: -1
Spin multiplicity: 1
ΔE to the lowest compared entry with this formula, charge and spin (eV): 2.695
HOMO-LUMO gap (eV): 8.77

```
8
Properties=species:S:1:pos:R:3:forces:R:3
C -0.880 1.454 0.776 -0.3 0.4 -0.3
C 2.052 -0.717 -0.134 2.5 2.5 0.4
C -0.753 -0.548 -0.456 0.7 -2.4 -0.7
O 2.503 0.350 -0.319 -1.2 -2.4 0.3
O -1.626 -1.262 0.025 0.5 0.5 -0.2
O -1.033 0.872 -0.370 0.4 0.8 0.4
O 0.340 -0.828 -1.048 -2.9 0.8 0.1
H -0.604 0.678 1.527 0.1 -0.3 -0.1
```
Positions in Å, forces in eV/Å.



No. 15
ORCA calculation (ωB97M-V/def2-TZVPD) on an isolated ion of composition C3IO2 and charge -1.

LUMO (eV): 3.481
Total charge: -1
Spin multiplicity: 1
ΔE to the lowest compared entry with this formula, charge and spin (eV): 0.217
HOMO-LUMO gap (eV): 7.66
SMILES string: O=C(I)C#C[O-]

```
6
Properties=species:S:1:pos:R:3:forces:R:3
O -1.137 -2.088 -0.035 -0.1 0.8 0.0
C -0.881 -0.938 0.016 -0.1 -1.6 -0.1
I -3.272 0.250 0.000 -0.1 0.1 0.0
C 0.051 -0.020 0.086 -0.2 0.2 0.1
C 0.684 1.060 0.007 1.0 0.4 0.0
O 1.448 1.961 -0.051 -0.6 0.0 0.0
```
Positions in Å, forces in eV/Å.



No. 16
ORCA calculation (ωB97M-V/def2-TZVPD) on C3LiO6V as an isolated structure.

LUMO (spin up / spin down) (eV): -0.415 / -0.446
Total charge: 0
Spin multiplicity: 5
ΔE to the lowest compared entry with this formula, charge and spin (eV): 0.000
HOMO-LUMO gap (spin up / spin down) (eV): 6.73 / 8.27

```
11
Properties=species:S:1:pos:R:3:forces:R:3
C -0.535 0.485 -0.188 -0.9 -0.6 0.8
O 0.133 1.538 -0.265 -1.2 -0.1 -0.5
C -2.079 0.580 0.113 -0.8 1.3 -0.2
O -2.648 -0.546 0.174 0.3 -1.0 -0.2
O -2.576 1.694 0.267 0.7 -0.7 -0.1
V 1.864 2.043 0.187 1.5 0.5 0.3
Li -1.487 -1.969 -0.184 -0.2 0.9 0.2
O -0.058 -0.685 -0.198 0.7 -0.2 -0.4
O 2.653 0.094 0.011 -0.6 -0.5 -0.3
O 2.412 -2.194 0.095 -1.0 0.9 -0.5
C 2.321 -1.040 -0.013 1.6 -0.4 0.9
```
Positions in Å, forces in eV/Å.



No. 17
ORCA calculation (ωB97M-V/def2-TZVPD) on an isolated ion of composition C3N3O and charge +1.

LUMO (eV): -7.603
Total charge: +1
Spin multiplicity: 1
ΔE to the lowest compared entry with this formula, charge and spin (eV): 5.433
HOMO-LUMO gap (eV): 9.70

```
7
Properties=species:S:1:pos:R:3:forces:R:3
C 0.511 -1.517 -0.031 0.9 -1.0 -1.6
C -0.551 0.206 -1.645 0.1 -1.0 1.1
C 0.601 0.489 1.611 -0.6 0.3 0.7
N -1.062 0.659 -2.554 -0.4 0.9 -1.1
N -0.211 -0.533 0.773 -0.3 3.3 3.1
N -0.101 -0.522 -0.613 0.8 -0.4 0.1
O 0.813 1.219 2.458 -0.6 -2.0 -2.3
```
Positions in Å, forces in eV/Å.



No. 18
ORCA calculation (ωB97M-V/def2-TZVPD) on an isolated ion of composition C3N3O and charge +1.

LUMO (spin up / spin down) (eV): -7.173 / -10.168
Total charge: +1
Spin multiplicity: 3
HOMO-LUMO gap (spin up / spin down) (eV): 7.41 / 7.27

```
7
Properties=species:S:1:pos:R:3:forces:R:3
C -0.853 -0.937 0.174 -2.1 -7.2 2.1
C 1.994 0.341 -0.116 -2.1 1.2 -0.7
C -2.071 -0.392 0.179 -2.3 2.9 -0.8
N 3.018 -0.047 0.203 2.2 -0.6 0.5
N -0.025 -0.164 -0.149 -0.1 -2.2 -0.1
N 0.694 0.718 -0.338 6.3 6.0 -1.5
O -2.757 0.481 0.047 -1.9 -0.3 0.5
```
Positions in Å, forces in eV/Å.



No. 19
ORCA calculation (ωB97M-V/def2-TZVPD) on a 2-piece molecular cluster, C3N3O6 overall.

LUMO (eV): 3.101
Total charge: -1
Spin multiplicity: 1
ΔE to the lowest compared entry with this formula, charge and spin (eV): 0.849
HOMO-LUMO gap (eV): 8.69

```
12
Properties=species:S:1:pos:R:3:forces:R:3
C -2.693 -0.781 0.339 8.7 4.7 0.1
C 3.468 0.208 -0.932 0.4 0.3 -0.5
C -1.174 -0.018 0.293 -5.2 -1.8 0.4
N -3.700 -1.263 0.315 -4.2 -2.0 0.0
N -0.263 -0.789 -0.353 -1.0 -1.6 0.4
N -0.983 1.187 0.969 -2.7 -1.4 -0.3
O 3.992 -0.496 -0.176 -0.2 -0.2 0.3
O -0.722 -1.902 -0.698 0.7 0.2 -0.5
O -1.961 1.636 1.572 -0.5 0.0 0.3
O 3.085 0.939 -1.745 -0.2 0.0 0.1
O 0.893 -0.465 -0.509 1.1 0.5 -0.3
O 0.056 1.745 0.925 3.2 1.4 -0.2
```
Positions in Å, forces in eV/Å.



No. 20
ORCA calculation (ωB97M-V/def2-TZVPD) on one molecule with the formula C3N3PS3.

LUMO (eV): -0.906
Total charge: 0
Spin multiplicity: 1
HOMO-LUMO gap (eV): 9.11
SMILES string: N#CSP(N=C=S)SC#N

```
10
Properties=species:S:1:pos:R:3:forces:R:3
N -3.014 -1.329 0.780 0.3 -0.4 -0.5
C -2.188 -1.669 0.044 -0.6 0.5 0.7
S -0.832 -1.953 -0.920 0.1 -0.1 -0.2
P 0.223 -0.368 0.082 -0.3 0.7 -0.4
N 1.723 -0.768 -0.474 1.2 -0.2 -0.6
C 2.909 -0.747 -0.224 -3.2 -0.2 0.2
S 4.310 -0.817 0.330 2.6 0.0 0.4
S -0.155 1.322 -1.329 0.0 -1.1 0.2
C -0.282 2.424 -0.082 -0.3 1.2 0.3
N -0.427 3.311 0.645 0.2 -0.4 0.0
```
Positions in Å, forces in eV/Å.



| no. | calculated total energy (eV) |
| --- | --- |
| 1 | -16675.29736 |
| 2 | -16249.68150 |
| 3 | -29132.41565 |
| 4 | -36436.21220 |
| 5 | -14751.43098 |
| 6 | -40818.01363 |
| 7 | -25130.43635 |
| 8 | -9639.69427 |
| 9 | -11687.32953 |
| 10 | -11687.96825 |
| 11 | -8708.22714 |
| 12 | -10756.84426 |
| 13 | -8237.81710 |
| 14 | -11315.41493 |
| 15 | -15307.48514 |
| 16 | -41289.10303 |
| 17 | -9612.15161 |
| 18 | -9611.06912 |
| 19 | -19861.88696 |
| 20 | -49374.80486 |